1.
The following is a DFT calculation (ωB97M-V with the def2-TZVPD basis set) of a structure of composition C5H18FInO4S.

The geometry in ORCA input format:
```
! RIJCOSX wB97M-V def2-TZVPD def2/J DEFGRID3
* xyz 2 1
In 2.689 -1.651 1.526
F 0.695 -0.342 0.118
C 2.498 -1.536 -2.634
O 2.022 -2.047 -1.401
H 3.534 -1.193 -2.559
H 2.433 -2.315 -3.400
H 1.893 -0.690 -2.965
H 1.251 -1.512 -1.125
C 1.248 2.444 -1.546
O 0.436 2.227 -0.428
H 0.657 2.500 -2.483
H 1.779 3.390 -1.408
H 1.954 1.616 -1.661
H 0.493 1.273 -0.194
C -2.232 0.152 -2.455
O -2.001 -0.039 -1.080
H -1.943 -0.764 -3.004
H -3.287 0.276 -2.678
H -1.630 1.003 -2.800
H -1.042 -0.102 -0.938
C -1.606 -0.306 1.990
S -0.984 -1.231 3.392
O 0.441 -1.557 3.161
C -1.030 0.000 4.680
H -0.899 0.480 1.720
H -2.606 0.061 2.223
H -1.714 -0.988 1.146
H -1.979 0.534 4.728
H -0.279 0.755 4.427
H -0.792 -0.438 5.647
*
```

Values from the calculation:
total energy	-1189.54417	Ha
HOMO energy	-0.6013	hartree

***

2.
The following is a DFT calculation (ωB97M-V with the def2-TZVPD basis set) of a cluster of 9 separate species, C5H30N2O8S in total.

The geometry in ORCA input format:
```
! RIJCOSX wB97M-V def2-TZVPD def2/J DEFGRID3
* xyz -1 2
N -1.698 -1.211 -1.186
C -0.203 -0.930 -1.039
C 0.645 -1.655 -2.057
S 0.324 -1.384 -3.893
C 0.104 -1.486 0.375
N 0.957 -0.557 1.100
C 0.202 -0.101 2.302
C 2.255 -0.987 1.700
H -2.073 -0.272 -1.217
H -2.003 -1.750 -1.988
H -0.088 0.148 -1.157
H 0.554 -2.746 -1.887
H 1.697 -1.549 -1.824
H 0.577 -0.093 -3.930
H -0.833 -1.786 0.850
H 0.533 -2.480 0.241
H 0.832 0.490 2.976
H -0.752 0.444 2.159
H -0.239 -1.000 2.770
H 2.865 -1.293 0.844
H 2.626 -0.024 2.094
H 2.370 -1.735 2.496
H -3.353 3.890 -1.679
H -3.145 2.404 -1.546
O -2.705 3.204 -1.868
H 1.935 0.908 -0.010
H 1.245 1.976 -0.695
O 2.161 1.663 -0.619
H 1.820 2.430 2.538
H 2.947 2.164 1.341
O 2.368 2.754 1.815
H -1.627 3.075 -0.391
H -0.134 3.258 0.161
O -0.869 2.646 0.052
H 0.704 -4.972 0.737
H 0.821 -5.540 -0.685
O 0.497 -4.764 -0.194
H 2.161 4.955 -0.092
H 1.514 3.950 0.784
O 1.279 4.722 0.214
H -3.298 0.994 0.648
H -2.840 2.426 0.997
O -3.386 1.919 0.386
H -1.489 -4.209 -0.422
H -2.844 -3.520 -0.539
O -2.414 -4.374 -0.665
*
```

Values from the calculation:
total energy	-1318.03294	Ha
HOMO energy (alpha / beta)	0.0156 / -0.2410	hartree

***

3.
The following is a DFT calculation (ωB97M-V with the def2-TZVPD basis set) of a cluster of 2 separate species, C4H3NO in total.

The geometry in ORCA input format:
```
! RIJCOSX wB97M-V def2-TZVPD def2/J DEFGRID3
* xyz 0 1
C 3.826 -1.067 0.504
C 0.145 -0.683 1.076
C 0.241 0.316 0.200
C 0.585 1.260 -0.562
N 4.767 -1.280 1.146
O 0.885 2.153 -1.295
H 0.901 -1.387 1.347
H -0.846 -1.031 1.359
H 2.825 -0.799 0.156
*
```

Values from the calculation:
total energy	-284.08962	Ha
HOMO energy	-0.3532	hartree

***

4.
The following is a DFT calculation (ωB97M-V with the def2-TZVPD basis set) of a cluster of 2 separate species, C11H16OSi in total.

The geometry in ORCA input format:
```
! RIJCOSX wB97M-V def2-TZVPD def2/J DEFGRID3
* xyz 0 1
C -1.814 3.721 0.974
C -1.467 3.015 2.116
C -1.542 3.206 -0.218
C -0.993 1.743 2.041
C -0.851 1.942 -0.300
C -0.639 1.149 0.794
C 3.953 -0.288 -2.755
C 2.847 -0.809 -3.245
C -0.751 -3.248 1.814
C -0.323 -1.752 -1.878
C -0.622 -1.788 2.218
O -0.300 -1.446 -0.636
Si 0.009 -0.641 0.724
H -2.228 4.774 1.107
H -1.788 3.405 3.022
H -1.748 3.774 -1.182
H -0.671 1.319 2.955
H -0.451 1.472 -1.175
H 4.510 -0.769 -1.975
H 4.196 0.783 -3.087
H 2.612 -1.800 -3.160
H -0.839 -3.767 2.703
H -1.511 -3.388 1.032
H 0.135 -3.649 1.245
H -0.291 -2.773 -2.229
H 2.304 -0.259 -4.013
H -0.466 -0.919 -2.565
H 0.089 -1.759 3.063
H -1.360 -1.248 2.609
*
```

Values from the calculation:
total energy	-793.30358	Ha
HOMO energy (alpha / beta)	-0.2643 / -0.2441	hartree

***

5.
The following is a DFT calculation (ωB97M-V with the def2-TZVPD basis set) of a structure of composition C32H42HfNO5.

The geometry in ORCA input format:
```
! RIJCOSX wB97M-V def2-TZVPD def2/J DEFGRID3
* xyz -1 1
C 0.139 -0.881 -4.872
C -0.518 -1.963 -3.994
C -0.048 0.500 -4.170
C -1.173 0.303 -3.157
H -0.215 1.261 -4.944
H 0.880 0.721 -3.622
C -1.006 -1.203 -2.765
H 0.189 -2.753 -3.727
H -1.372 -2.409 -4.525
C 0.031 -1.058 -1.679
H -1.896 -1.682 -2.345
H -2.126 0.517 -3.661
C -0.964 1.065 -1.833
C 1.634 -1.069 -5.109
C -0.353 -0.819 -6.319
O -0.796 0.206 -6.782
O 2.415 -1.678 -4.396
O 2.010 -0.452 -6.238
O -0.331 -1.940 -7.071
C 0.276 -3.197 -6.668
H -0.115 -3.566 -5.707
H 1.373 -3.101 -6.623
H -0.011 -3.880 -7.470
C 3.398 -0.462 -6.563
H 3.989 -0.074 -5.734
H 3.478 0.179 -7.435
H 3.712 -1.478 -6.805
O -0.326 0.150 -0.998
H 1.045 -0.941 -2.084
H 0.064 -1.864 -0.944
C -2.357 1.396 -1.295
C -0.044 2.291 -1.736
H -0.324 3.090 -2.421
H 1.000 1.993 -1.889
H -0.108 2.648 -0.699
H -2.272 2.002 -0.384
H -2.912 0.471 -1.076
H -2.912 1.983 -2.044
Hf 0.297 -0.483 2.150
C -1.519 -1.684 3.403
C -2.187 -1.680 2.152
C -1.340 -2.255 1.173
H -3.212 -1.353 1.959
C -0.149 -2.726 1.826
C -0.249 -2.357 3.241
H 0.403 -2.691 4.051
H -1.937 -1.298 4.341
H -1.610 -2.450 0.134
H 0.572 -3.382 1.344
C 2.346 0.723 2.159
C 2.422 -0.450 3.015
C 2.421 -1.594 2.138
H 2.627 -0.467 4.090
C 2.247 -1.140 0.798
C 2.219 0.285 0.811
H 2.287 0.908 -0.082
H 2.377 1.777 2.456
H 2.648 -2.629 2.419
H 2.269 -1.737 -0.109
C -0.233 2.064 7.178
N 0.380 1.300 6.134
C 0.013 -0.084 6.122
C 0.777 1.996 4.933
C -0.367 2.271 3.986
C -1.168 3.390 4.248
C -2.329 3.609 3.494
C -2.711 2.704 2.490
C -1.855 1.626 2.176
C -0.692 1.398 2.928
H -0.165 1.462 8.095
H -1.303 2.274 6.992
H 0.297 3.016 7.308
H -1.034 -0.253 5.812
H 0.668 -0.694 5.484
H 0.095 -0.440 7.161
H 1.215 2.959 5.256
H 1.593 1.428 4.466
H -0.876 4.075 5.065
H -2.942 4.491 3.701
H -3.651 2.826 1.944
H -2.099 0.957 1.345
*
```

Values from the calculation:
total energy	-1723.43618	Ha
HOMO energy (alpha / beta)	-0.0240 / -0.0237	hartree

***

6.
The following is a DFT calculation (ωB97M-V with the def2-TZVPD basis set) of an isolated molecule of C5H6O.

The geometry in ORCA input format:
```
! RIJCOSX wB97M-V def2-TZVPD def2/J DEFGRID3
* xyz 0 1
O 0.204 -0.794 1.153
C 0.664 0.286 0.394
C -0.550 0.987 -0.157
C -1.380 -0.268 -0.387
C -0.874 -1.214 0.402
C 1.925 0.271 0.001
H -0.316 1.569 -1.051
H -1.035 1.654 0.573
H -2.203 -0.374 -1.079
H -1.073 -2.271 0.494
H 2.565 -0.525 0.366
H 2.290 0.959 -0.748
*
```

Values from the calculation:
total energy	-269.29337	Ha
HOMO energy	-0.3234	hartree

***

7.
The following is a DFT calculation (ωB97M-V with the def2-TZVPD basis set) of a cluster of 2 separate species, C3H2BrIS in total.

The geometry in ORCA input format:
```
! RIJCOSX wB97M-V def2-TZVPD def2/J DEFGRID3
* xyz 0 1
C 2.748 0.636 0.240
C 1.641 0.107 0.265
C 0.297 -0.372 0.082
S 4.981 1.658 0.194
Br 0.213 -2.341 0.055
I 6.216 -0.306 -0.016
H -0.092 -0.042 -0.883
H -0.351 -0.049 0.899
*
```

Values from the calculation:
total energy	-3385.23715	Ha
HOMO energy (alpha / beta)	-0.3482 / -0.3482	hartree

***

8.
The following is a DFT calculation (ωB97M-V with the def2-TZVPD basis set) of a structure of composition C26H53GaO19P.

The geometry in ORCA input format:
```
! RIJCOSX wB97M-V def2-TZVPD def2/J DEFGRID3
* xyz -1 1
C -1.986 2.313 -5.005
C -0.899 1.866 -5.672
C -0.669 1.933 -7.156
Ga 1.100 1.050 -7.765
C 2.687 2.242 -7.286
C 3.681 1.718 -6.293
C 3.143 1.416 -4.826
O 3.562 0.421 -5.945
P 1.126 -1.217 -7.176
C -0.379 -1.935 -7.994
C 0.992 -1.609 -5.368
H -1.858 2.930 -4.116
H -3.001 2.040 -5.284
H -0.109 1.401 -5.075
H -1.459 1.439 -7.739
H -0.643 2.982 -7.457
H 0.970 1.048 -9.380
H 2.353 3.216 -6.914
H 3.296 2.417 -8.179
H 4.675 2.170 -6.329
H 2.141 1.819 -5.100
H 2.740 0.690 -4.125
H -0.668 -2.909 -7.600
H -1.222 -1.248 -7.857
H -0.174 -1.967 -9.062
H 1.931 -2.025 -4.999
H 0.249 -2.405 -5.239
H 0.696 -0.794 -4.702
C -3.784 0.556 -1.184
O -2.726 -0.025 -1.949
C -1.803 -0.660 -1.236
O -1.805 -0.781 -0.033
O -0.889 -1.133 -2.069
C 0.185 -1.856 -1.463
H -4.441 1.029 -1.907
H -4.325 -0.210 -0.632
H -3.394 1.303 -0.495
H -0.191 -2.734 -0.940
H 0.741 -1.219 -0.778
H 0.834 -2.161 -2.278
C 2.333 2.795 5.107
O 2.168 1.714 4.184
C 0.996 1.703 3.541
O 0.116 2.515 3.690
O 0.973 0.662 2.729
C -0.244 0.514 1.969
H 3.320 2.661 5.540
H 2.281 3.751 4.590
H 1.577 2.750 5.888
H -0.400 1.386 1.337
H -1.090 0.377 2.639
H -0.121 -0.367 1.357
C -3.573 -1.761 -5.253
O -3.904 -2.823 -6.159
C -5.155 -2.814 -6.589
O -6.012 -2.022 -6.288
O -5.321 -3.846 -7.423
C -6.635 -3.950 -7.967
H -2.527 -1.887 -4.992
H -3.701 -0.792 -5.732
H -4.186 -1.820 -4.356
H -6.884 -3.062 -8.545
H -7.371 -4.090 -7.177
H -6.619 -4.821 -8.617
C -2.617 3.278 3.757
O -3.604 4.231 3.317
C -4.855 3.800 3.374
O -5.222 2.717 3.752
O -5.659 4.776 2.938
C -7.046 4.438 2.944
H -1.662 3.769 3.658
H -2.797 3.014 4.797
H -2.649 2.389 3.133
H -7.383 4.210 3.954
H -7.238 3.587 2.293
H -7.566 5.314 2.569
C 7.875 -1.091 6.165
O 6.693 -1.653 5.590
C 5.589 -0.932 5.786
O 5.537 0.110 6.393
O 4.574 -1.554 5.206
C 3.308 -0.889 5.345
H 8.677 -1.781 5.924
H 8.084 -0.114 5.734
H 7.774 -1.004 7.245
H 3.336 0.097 4.897
H 3.029 -0.822 6.396
H 2.582 -1.503 4.821
C 4.328 -0.799 9.134
O 3.179 -1.639 9.301
C 3.373 -2.687 10.096
O 4.398 -2.967 10.662
O 2.235 -3.380 10.161
C 2.304 -4.544 10.987
H 4.029 -0.001 8.465
H 4.641 -0.383 10.090
H 5.147 -1.357 8.686
H 2.541 -4.273 12.014
H 3.050 -5.240 10.608
H 1.318 -4.997 10.941
*
```

Values from the calculation:
total energy	-4718.01410	Ha
HOMO energy	-0.1200	hartree

***

9.
The following is a DFT calculation (ωB97M-V with the def2-TZVPD basis set) of a cluster of 2 separate species, CH8N2O in total.

The geometry in ORCA input format:
```
! RIJCOSX wB97M-V def2-TZVPD def2/J DEFGRID3
* xyz 0 1
N 0.090 1.594 1.433
C 0.391 0.976 0.167
N 0.272 -0.476 0.070
H 0.877 1.544 2.060
H -0.720 1.258 1.929
H 1.452 1.237 0.033
H -0.021 1.535 -0.674
H -0.030 -0.936 0.916
H 1.149 -0.867 -0.184
H -1.089 -1.584 -1.218
H -1.028 -1.994 -2.696
O -1.343 -2.286 -1.836
*
```

Values from the calculation:
total energy	-227.62894	Ha
HOMO energy	-0.3528	hartree

***

10.
The following is a DFT calculation (ωB97M-V with the def2-TZVPD basis set) of a structure of composition C22H30NdO2Si.

The geometry in ORCA input format:
```
! RIJCOSX wB97M-V def2-TZVPD def2/J DEFGRID3
* xyz 1 4
C 1.099 -2.839 1.067
C 0.619 -3.025 -0.270
C 1.743 -2.998 -1.158
H -0.406 -3.255 -0.557
C 2.928 -2.794 -0.376
C 2.529 -2.699 1.006
H 3.203 -2.692 1.863
H 0.501 -2.913 1.979
H 1.710 -3.208 -2.228
H 3.955 -2.819 -0.748
Nd 1.660 -0.641 -0.127
C -2.687 3.776 -2.447
H -1.632 3.824 -2.727
H -3.234 3.165 -3.170
H -2.790 3.344 -1.449
Si -1.035 0.785 -0.564
C -2.405 0.611 0.651
C -2.681 -0.683 1.142
H -2.063 -1.534 0.829
C -3.750 -0.879 2.025
H -3.970 -1.886 2.381
C -4.533 0.207 2.444
H -5.387 0.040 3.106
C -4.214 1.501 2.010
H -4.809 2.349 2.355
C -3.135 1.715 1.140
H -2.856 2.727 0.829
C -1.359 -0.140 -2.140
C -2.626 -0.685 -2.422
H -3.450 -0.536 -1.717
C -2.820 -1.443 -3.585
H -3.805 -1.869 -3.789
C -1.764 -1.661 -4.478
H -1.928 -2.228 -5.396
C -0.492 -1.151 -4.183
H 0.349 -1.355 -4.849
C -0.283 -0.380 -3.032
H 0.718 0.049 -2.841
H -0.868 2.235 -0.871
H -3.101 4.790 -2.440
C 3.459 -0.320 3.599
O 2.582 0.744 3.392
C 1.865 1.597 2.520
C 2.631 1.989 1.251
O 3.320 0.789 0.665
C 4.815 0.842 0.711
H 4.167 0.032 4.358
H 4.000 -0.599 2.686
H 2.873 -1.154 3.983
H 0.884 1.121 2.330
H 1.672 2.469 3.144
H 1.970 2.398 0.475
H 3.376 2.757 1.489
H 5.142 1.833 0.384
H 5.166 0.638 1.730
H 5.149 0.059 0.022
*
```

Values from the calculation:
total energy	-1857.32085	Ha
HOMO energy (alpha / beta)	-0.3585 / -0.3551	hartree

***

11.
The following is a DFT calculation (ωB97M-V with the def2-TZVPD basis set) of the ion C2H4BrClN3 with charge +1.

The geometry in ORCA input format:
```
! RIJCOSX wB97M-V def2-TZVPD def2/J DEFGRID3
* xyz 1 1
C -1.992 0.401 0.935
C 0.438 0.356 0.863
N -0.464 0.850 1.815
N -1.482 -0.158 -0.141
N -0.226 -0.456 -0.163
Cl -0.017 -2.548 0.243
Br -3.699 0.659 1.433
H 1.024 1.181 0.349
H 1.484 -0.016 1.232
H -1.925 -0.582 -0.852
H 0.173 -0.372 -1.075
*
```

Values from the calculation:
total energy	-3276.56420	Ha
HOMO energy (alpha / beta)	-0.4946 / -0.5443	hartree

***

12.
The following is a DFT calculation (ωB97M-V with the def2-TZVPD basis set) of an isolated molecule of C16H14N4O2S.

The geometry in ORCA input format:
```
! RIJCOSX wB97M-V def2-TZVPD def2/J DEFGRID3
* xyz 0 1
O -5.001 -0.540 0.455
C -4.174 -0.069 -0.289
N -3.163 -0.773 -0.848
H -2.459 -0.244 -1.350
C -2.732 -2.042 -0.292
C -1.441 -1.863 0.440
C -0.203 -2.409 0.267
C 0.637 -1.809 1.239
C -0.150 -0.935 1.921
O -1.405 -0.957 1.444
H 0.056 -0.259 2.726
H 1.678 -1.998 1.398
H 0.073 -3.154 -0.451
H -2.602 -2.779 -1.089
H -3.525 -2.369 0.387
C -4.177 1.399 -0.703
H -5.188 1.799 -0.653
H -3.733 1.569 -1.681
S -3.238 2.364 0.540
C -1.590 1.982 0.164
N -0.681 2.486 0.999
N 0.549 2.135 0.867
C 0.934 1.313 -0.115
C -0.015 0.972 -1.093
N -1.284 1.285 -0.937
H 0.244 0.478 -2.021
C 2.325 0.878 -0.134
C 2.727 -0.236 -0.871
C 4.050 -0.635 -0.860
C 4.985 0.068 -0.118
C 4.592 1.172 0.622
C 3.271 1.575 0.619
H 2.948 2.430 1.191
H 5.319 1.718 1.204
H 6.018 -0.247 -0.115
H 4.352 -1.501 -1.430
H 2.003 -0.805 -1.434
*
```

Values from the calculation:
total energy	-1385.77583	Ha
HOMO energy	-0.3162	hartree

***

13.
The following is a DFT calculation (ωB97M-V with the def2-TZVPD basis set) of an isolated molecule of C14H10F12N2O.

The geometry in ORCA input format:
```
! RIJCOSX wB97M-V def2-TZVPD def2/J DEFGRID3
* xyz 0 1
O 0.372 -2.441 -0.549
C -0.097 -1.442 -0.058
N -1.291 -0.911 -0.262
C -2.291 -1.511 -1.115
H -2.335 -0.960 -2.061
C -3.653 -1.456 -0.417
C -4.099 -0.043 -0.143
N -3.205 0.774 0.410
C -3.544 2.020 0.689
C -4.807 2.531 0.441
C -5.746 1.691 -0.137
C -5.388 0.386 -0.437
H -6.097 -0.290 -0.890
H -6.743 2.046 -0.354
H -5.047 3.552 0.689
H -2.763 2.625 1.130
H -3.578 -1.987 0.536
H -4.396 -1.964 -1.032
H -1.996 -2.542 -1.322
H -1.650 -0.070 0.219
C 0.726 -0.589 0.966
F 0.746 0.716 0.599
F 0.116 -0.614 2.177
C 2.183 -1.088 1.156
F 2.808 -0.284 2.045
F 2.175 -2.311 1.703
C 3.010 -1.134 -0.169
F 3.116 -2.401 -0.586
F 2.391 -0.452 -1.157
C 4.469 -0.582 -0.041
F 5.081 -0.870 -1.214
F 5.125 -1.259 0.908
C 4.597 0.955 0.228
F 4.964 1.158 1.500
F 3.401 1.561 0.063
C 5.613 1.633 -0.733
F 5.733 2.926 -0.401
F 6.820 1.068 -0.602
H 5.280 1.560 -1.780
*
```

Values from the calculation:
total energy	-1922.66434	Ha
HOMO energy	-0.3649	hartree